[1]
Below is a molecular structure, C42H39AsF5N2OSSc, with properties calculated with ωB97M-V with the def2-TZVPD basis set.

Element x y z (Å)
Sc (0.83656, -1.38698, 0.73929)
F (4.46861, -1.15498, 6.38039)
C (4.19620, -1.27741, 5.09472)
C (2.88757, -1.19253, 4.65011)
F (1.88110, -0.98890, 5.49474)
C (2.65469, -1.32561, 3.29988)
F (1.32154, -1.23504, 2.88014)
C (3.62183, -1.54301, 2.34018)
S (3.26618, -1.69403, 0.62290)
C (4.92629, -1.62251, 2.82265)
F (5.92308, -1.82739, 1.97595)
C (5.21326, -1.49261, 4.17375)
F (6.46170, -1.57317, 4.59284)
C (-0.37082, 0.32004, -6.08511)
C (0.85344, -0.53398, -5.71660)
C (0.81430, -1.83259, -6.52151)
C (2.14326, 0.22866, -6.06247)
C (0.83032, -0.79093, -4.22054)
C (0.77803, -2.06779, -3.66577)
C (0.76995, -2.21636, -2.29572)
N (0.81010, -1.17997, -1.44993)
C (0.85966, 0.07022, -1.96215)
C (0.86826, 0.28123, -3.32368)
C (0.91380, 1.16851, -0.96192)
C (0.92202, 2.50408, -1.29743)
C (1.01229, 3.49392, -0.31218)
C (1.07238, 3.05789, 1.00811)
C (1.02440, 1.70710, 1.28335)
N (0.94323, 0.77294, 0.33113)
C (1.05440, 4.95945, -0.70692)
C (-0.19733, 5.29095, -1.53469)
C (2.31648, 5.19179, -1.55506)
C (1.09952, 5.87959, 0.51273)
H (-0.36786, 0.51022, -7.15830)
H (-0.36521, 1.28686, -5.57956)
H (-1.30017, -0.19471, -5.83515)
H (0.83353, -1.59450, -7.58421)
H (-0.09756, -2.40222, -6.33172)
H (1.67862, -2.46607, -6.31390)
H (2.17564, 0.41197, -7.13635)
H (3.02783, -0.34926, -5.79067)
H (2.19660, 1.19639, -5.56166)
H (0.75064, -2.95017, -4.28658)
H (0.73564, -3.20274, -1.84822)
H (0.91660, 1.28884, -3.70756)
H (0.87089, 2.79609, -2.33530)
H (1.14743, 3.75530, 1.82841)
H (1.04387, 1.35698, 2.30966)
H (-0.25232, 4.70735, -2.45468)
H (-0.17406, 6.34343, -1.81671)
H (-1.10829, 5.11540, -0.95963)
H (2.31004, 4.59738, -2.46998)
H (3.21912, 4.94808, -0.99268)
H (2.37015, 6.24169, -1.84315)
H (0.22101, 5.75446, 1.14916)
H (1.11439, 6.91599, 0.17789)
H (1.99755, 5.71858, 1.11185)
O (0.72186, -3.57767, 0.94699)
H (1.56024, -4.06279, 0.93229)
H (0.06229, -4.06404, 1.47685)
C (-6.13662, -1.30295, -1.10358)
C (-5.02871, -1.84137, -1.74261)
C (-3.79877, -1.85413, -1.10176)
C (-3.69443, -1.33673, 0.18469)
C (-4.80196, -0.79568, 0.83026)
C (-6.02417, -0.77831, 0.17836)
As (-1.99708, -1.40916, 1.07101)
C (-1.92799, -2.79583, 2.41078)
C (-2.01387, -4.17301, 2.23027)
C (-1.75404, -5.01222, 3.30709)
C (-1.40172, -4.47329, 4.54226)
C (-1.33143, -3.10102, 4.72345)
C (-1.60533, -2.24540, 3.65844)
C (-1.61271, -0.76754, 3.71302)
C (-1.37940, 0.00597, 4.84542)
C (-1.47577, 1.38756, 4.76592)
C (-1.79616, 2.01200, 3.56413)
C (-1.99914, 1.25544, 2.41913)
C (-1.91058, -0.12722, 2.50043)
H (-7.09421, -1.29146, -1.60646)
H (-5.12247, -2.24928, -2.73995)
H (-2.92922, -2.26333, -1.60376)
H (-4.71232, -0.39791, 1.83389)
H (-6.89085, -0.36024, 0.67207)
H (-2.31361, -4.58862, 1.27393)
H (-1.84260, -6.08444, 3.19204)
H (-1.19983, -5.13413, 5.37447)
H (-1.07484, -2.70224, 5.69637)
H (-1.14224, -0.46063, 5.79246)
H (-1.31546, 1.98498, 5.65353)
H (-1.89417, 3.08901, 3.52609)
H (-2.24308, 1.73974, 1.48038)

Properties
Total charge   +2
LUMO   -6.1696 eV
Frontier orbital gap   7.289 eV
Molar mass   834.72 g/mol
Highest occupied orbital energy   -13.46 eV
Relative energy (zero: lowest compared OMol25 entry of this formula, charge and spin)   0.0 kJ/mol

=====

[2]
Below is a molecular structure, C42H40As2BaF2N2O3S3, with properties calculated with ωB97M-V with the def2-TZVPD basis set.

Element x y z (Å)
Ba (-2.28012, 2.11978, -0.68713)
C (-3.11010, 5.06057, 3.65036)
O (-2.86859, 3.66436, 3.88156)
C (-2.53611, 2.96199, 2.79778)
O (-2.44911, 3.44430, 1.67876)
N (-2.30384, 1.66952, 3.10668)
N (-1.99359, 0.77188, 2.08775)
H (-3.37071, 5.47013, 4.62030)
H (-3.92840, 5.19207, 2.94608)
H (-2.21463, 5.53830, 3.25913)
H (-2.42565, 1.36697, 4.06063)
H (-2.70717, 0.05147, 2.00733)
H (-1.07689, 0.36399, 2.23765)
C (1.43640, 0.94436, -0.77192)
C (2.24441, 1.64964, 0.30504)
As (1.66649, 1.10302, 2.10564)
C (3.19856, 1.79708, 3.09283)
C (3.99818, 0.99461, 3.89742)
C (5.05751, 1.54821, 4.60578)
C (5.32645, 2.90480, 4.51396)
C (4.52889, 3.71364, 3.71554)
C (3.46678, 3.16335, 3.01386)
C (2.16153, -0.77810, 2.04040)
C (3.20078, -1.27683, 1.25746)
C (3.50148, -2.63032, 1.27684)
C (2.77751, -3.49718, 2.08611)
C (1.74312, -3.01003, 2.86979)
C (1.43263, -1.65547, 2.83787)
As (2.14638, 1.35654, -2.56628)
C (3.71438, 0.20363, -2.31586)
C (3.65563, -1.18445, -2.41035)
C (4.77697, -1.95486, -2.13564)
C (5.96456, -1.34769, -1.74790)
C (6.03279, 0.03441, -1.65138)
C (4.91420, 0.80562, -1.94567)
C (1.06521, 0.11078, -3.60084)
C (1.37234, -0.02715, -4.95369)
C (0.66601, -0.91541, -5.74896)
C (-0.36442, -1.67013, -5.20163)
C (-0.68718, -1.52742, -3.86157)
C (0.02318, -0.63719, -3.06455)
H (0.39996, 1.28023, -0.73833)
H (1.43726, -0.13922, -0.63817)
H (2.10655, 2.73102, 0.24144)
H (3.31336, 1.45259, 0.20855)
H (3.80533, -0.06913, 3.96627)
H (5.67672, 0.91347, 5.22701)
H (6.15537, 3.33275, 5.06278)
H (4.73391, 4.77402, 3.64091)
H (2.84570, 3.80672, 2.40032)
H (3.78232, -0.61807, 0.62143)
H (4.30508, -3.00449, 0.65559)
H (3.01873, -4.55248, 2.10297)
H (1.17395, -3.68082, 3.50120)
H (0.61803, -1.27923, 3.44835)
H (2.73160, -1.66906, -2.70419)
H (4.72050, -3.03301, -2.22468)
H (6.83827, -1.94925, -1.53080)
H (6.95843, 0.51323, -1.35763)
H (4.97690, 1.88680, -1.88512)
H (2.17347, 0.56126, -5.38822)
H (0.91493, -1.01642, -6.79789)
H (-0.91931, -2.36239, -5.82231)
H (-1.49476, -2.10202, -3.42455)
H (-0.26149, -0.55359, -2.02434)
F (-2.33435, 4.49681, -1.91848)
C (-1.24939, 3.75707, -2.54915)
F (-1.92832, 3.23818, -3.68759)
H (-0.55691, 4.48348, -2.98537)
O (-2.79860, -0.18816, -1.13382)
C (-3.68693, -1.19420, -0.87160)
C (-4.63193, -0.71639, 0.24134)
C (-4.85122, -1.19243, 1.49635)
C (-5.70256, -0.34531, 2.27521)
C (-6.10722, 0.75609, 1.59442)
S (-5.48334, 0.76592, -0.00930)
C (-2.92320, -2.41545, -0.37494)
C (-3.23825, -3.73646, -0.30498)
C (-2.21513, -4.51959, 0.30682)
C (-1.15115, -3.77035, 0.69733)
S (-1.35977, -2.11787, 0.29009)
C (-4.50827, -1.52648, -2.11313)
C (-4.24484, -1.09170, -3.37440)
C (-5.20332, -1.54081, -4.32862)
C (-6.18134, -2.29749, -3.76771)
S (-5.94888, -2.47183, -2.07707)
H (-4.42417, -2.12037, 1.85243)
H (-6.00309, -0.56176, 3.29069)
H (-6.76397, 1.54359, 1.92737)
H (-4.16384, -4.14831, -0.68038)
H (-2.27750, -5.59067, 0.43723)
H (-0.23336, -4.09569, 1.15980)
H (-3.39895, -0.45999, -3.60041)
H (-5.16437, -1.29632, -5.38041)
H (-7.03247, -2.75926, -4.24151)

Properties
LUMO   0.1518 eV
Frontier orbital gap   7.243 eV
Molar mass   1042.16 g/mol
Highest occupied orbital energy   -7.09 eV
Relative energy (zero: lowest compared OMol25 entry of this formula, charge and spin)   16.5 kJ/mol

=====

[3]
Below is a molecular structure, C42H40BrCaCl3GeN7O4PS2, with properties calculated with ωB97M-V with the def2-TZVPD basis set.

Element x y z (Å)
Ca (0.12033, -0.55659, 0.78523)
O (0.11028, 2.97703, 3.22421)
C (-0.45076, 3.98919, 2.53487)
C (-0.62436, 5.22921, 3.14225)
C (-1.19921, 6.27577, 2.43647)
C (-1.62356, 6.09682, 1.12689)
C (-1.45534, 4.85274, 0.52954)
C (-0.86287, 3.80178, 1.21029)
C (-0.62756, 2.45821, 0.55053)
O (-0.65604, 1.40818, 1.41735)
N (0.73265, 2.55206, -0.08188)
N (1.15991, 1.37623, -0.60834)
C (1.91859, 1.39839, -1.63045)
C (2.48876, 0.19545, -2.21589)
Br (2.61491, -1.30651, -1.06963)
C (2.95206, 0.09184, -3.46036)
C (2.77352, 1.13694, -4.48601)
C (3.83239, 1.49953, -5.31836)
C (3.66372, 2.47455, -6.28802)
C (2.42890, 3.08972, -6.44925)
C (1.36294, 2.71699, -5.64281)
C (1.52979, 1.74387, -4.66827)
H (-0.02896, 2.16993, 2.63972)
H (-0.30681, 5.35006, 4.17058)
H (-1.32854, 7.23636, 2.92063)
H (-2.08990, 6.90791, 0.58311)
H (-1.79930, 4.68612, -0.48704)
H (-1.36411, 2.33189, -0.26462)
H (0.82030, 3.33739, -0.72500)
H (2.16750, 2.33770, -2.12687)
H (3.45710, -0.81931, -3.75886)
H (4.79516, 1.01752, -5.19384)
H (4.49583, 2.75398, -6.92196)
H (2.29551, 3.84739, -7.21093)
H (0.39083, 3.17297, -5.77941)
H (0.68819, 1.41966, -4.06475)
Cl (0.58829, -4.86999, 3.63009)
Ge (-1.06957, -3.73899, 2.59669)
Cl (-0.46446, -1.61015, 3.37341)
Cl (0.12033, -3.40497, 0.58605)
O (-4.99479, -2.67195, -3.45739)
S (-3.77809, -2.34989, -4.15805)
O (-3.85199, -2.18370, -5.58362)
N (-3.05616, -1.05529, -3.44824)
C (-1.90770, -1.37421, -2.90787)
S (-0.87054, -0.26648, -2.14647)
C (-1.53203, -2.81939, -3.06587)
C (-0.39188, -3.47061, -2.63051)
C (-0.27491, -4.83114, -2.88361)
C (-1.27408, -5.52310, -3.56334)
C (-2.41516, -4.86686, -4.01023)
C (-2.51093, -3.51716, -3.74513)
H (0.37147, -2.92075, -2.09808)
H (0.60184, -5.36479, -2.53893)
H (-1.16009, -6.58461, -3.74364)
H (-3.19816, -5.39048, -4.54273)
C (-5.66728, 0.51202, 1.34898)
N (-5.20495, -0.56370, 2.22574)
C (-5.73742, -1.82745, 1.71632)
N (-5.42090, -2.09948, 0.32080)
C (-5.87551, -0.97162, -0.49413)
N (-5.34482, 0.32224, -0.05904)
C (-3.90076, 0.40622, -0.29978)
P (-2.93531, -0.88634, 0.61879)
C (-3.73964, -0.60213, 2.27134)
C (-3.98727, -2.33887, 0.12685)
H (-5.23489, 1.45537, 1.69064)
H (-6.75573, 0.57246, 1.44110)
H (-6.82660, -1.79442, 1.81319)
H (-5.35713, -2.64445, 2.33481)
H (-6.96613, -0.92759, -0.42322)
H (-5.59490, -1.15225, -1.53114)
H (-3.53484, 1.38902, 0.01288)
H (-3.70208, 0.30250, -1.36755)
H (-3.36053, 0.34135, 2.67388)
H (-3.42202, -1.38762, 2.96198)
H (-3.68462, -3.21195, 0.71264)
H (-3.81544, -2.57716, -0.92438)
N (2.20439, -0.09448, 2.06000)
C (3.27108, -0.26409, 2.68448)
C (4.02265, -1.51480, 2.33359)
C (5.33862, -1.45765, 1.88497)
C (5.96903, -2.62100, 1.47608)
C (5.29144, -3.83536, 1.51832)
C (3.98247, -3.88926, 1.97303)
C (3.34293, -2.72623, 2.37903)
C (3.77165, 0.69732, 3.70272)
C (4.75823, 0.31754, 4.60798)
C (5.18965, 1.21364, 5.57375)
C (4.63449, 2.48422, 5.63840)
C (3.64467, 2.85955, 4.73923)
C (3.21160, 1.97196, 3.76946)
H (5.85380, -0.50572, 1.84471)
H (6.98917, -2.58216, 1.11581)
H (5.78863, -4.74017, 1.19228)
H (3.44445, -4.82760, 2.00984)
H (2.32024, -2.76226, 2.73448)
H (5.17461, -0.67995, 4.56005)
H (5.95366, 0.91709, 6.28077)
H (4.96913, 3.18225, 6.39545)
H (3.19919, 3.84416, 4.79503)
H (2.42972, 2.26044, 3.07812)

Properties
<S²>   0.76
Total charge   -1
LUMO (spin up / spin down)   1.8299 / 0.8728 eV
Frontier orbital gap (spin up / spin down)   7.356 / 6.398 eV
Molar mass   1100.89 g/mol
Highest occupied orbital energy (spin up / spin down)   -5.53 / -5.53 eV
Multiplicity   2
Relative energy (zero: lowest compared OMol25 entry of this formula, charge and spin)   0.0 kJ/mol

=====

molar mass of number 1 (C42H39AsF5N2OSSc)? 834.72 g/mol